Entry 1:
Computed, not measured: a molecular structure, C19H37F6N6O5RuS5 at a distorted geometry, with wB97M-V/def2-TZVPD.

Expectation value of S²: 6.0308
Spin multiplicity: 5
Calculated total energy in Eh: -4134.88372
Relative energy (zero: lowest compared OMol25 entry of this formula, charge and spin) in kcal/mol: 0.0
Charge: +3
Largest force on an atom in eV Å⁻¹: 1.01

Last column: Löwdin charge in e.
Geometry (Å):
C  0.208  -4.763  -1.016  -0.0907
H  3.567  -1.594  -2.100  0.1743
H  3.138  -2.577  -0.221  0.1749
N  -1.609  1.807  -1.007  -0.1526
C  1.251  -4.079  1.229  -0.1750
C  -1.379  -1.397  3.739  -0.3529
H  2.108  -3.666  -4.323  0.0884
F  1.504  4.679  3.642  0.2121
H  -5.526  -0.591  4.271  0.1010
N  -0.938  2.766  -1.578  0.0665
H  3.003  -0.176  -5.361  0.1252
O  2.765  1.382  3.108  -0.1757
H  0.464  -3.617  -4.937  0.0871
C  2.727  -0.957  -4.649  -0.1825
H  -0.645  -5.263  -1.474  0.0877
H  -0.450  4.735  -3.308  0.1570
H  -1.338  -2.211  3.010  0.0990
O  0.037  4.642  0.912  -0.2196
H  -2.790  5.616  -3.866  0.0936
H  0.301  -3.785  -1.489  0.0201
H  -0.836  -4.029  0.724  0.1017
H  -4.003  -0.913  5.072  0.0796
N  2.661  -1.141  -2.141  0.0576
H  -0.146  -0.217  5.073  0.0921
H  -1.712  6.921  -3.407  0.1026
C  -3.872  -0.550  2.918  -0.3812
C  -1.170  5.035  -2.536  -0.1982
H  0.658  -0.653  3.563  0.0434
H  -0.545  5.457  -1.732  0.1498
H  -2.081  -1.684  4.523  0.0981
C  -0.033  -1.003  4.326  -0.0971
H  3.617  -1.592  -4.567  0.1258
O  -0.674  2.383  1.623  -0.4664
H  0.848  -2.813  -3.427  0.0208
H  1.098  -5.343  -1.270  0.0910
H  0.667  -1.107  -5.236  0.1106
S  -2.153  -0.028  2.864  1.0461
C  1.226  -3.029  -4.427  -0.0955
C  -1.711  3.792  -1.974  -0.4603
F  4.598  2.270  0.906  0.2229
H  -0.178  -5.635  0.909  0.1185
C  1.840  -1.404  -1.148  -0.6391
F  4.231  0.133  0.824  0.1731
H  -2.880  6.351  -2.239  0.0885
H  2.083  -2.197  1.884  0.1252
H  3.228  0.547  -3.187  0.1237
H  1.507  0.198  -3.265  0.0833
H  0.404  -1.869  4.822  0.1013
C  3.724  1.342  0.631  -0.6881
C  0.040  -4.652  0.494  -0.2428
H  -3.918  -1.593  2.599  0.1132
C  0.413  3.973  3.482  -0.6878
O  1.351  0.400  1.361  -0.4853
O  -1.748  -0.260  1.348  -0.6798
S  -3.395  3.522  -1.713  1.2875
S  0.338  3.487  1.681  0.6748
N  -3.737  1.116  -0.438  0.2541
C  -2.971  2.019  -0.979  -0.5551
H  -4.411  0.742  4.587  0.0910
H  1.143  -4.255  2.302  0.1203
H  0.530  -2.038  1.075  0.0664
N  2.199  -2.199  -0.163  0.0673
H  -4.748  1.195  -0.424  0.1661
S  0.165  -0.779  -1.251  0.7717
C  2.497  -0.251  -3.318  -0.1695
H  -3.289  0.334  0.050  0.1067
C  1.475  -2.580  1.065  -0.1844
H  2.162  -4.618  0.947  0.1277
H  -4.377  0.078  2.180  0.0766
F  3.302  1.446  -0.629  0.1460
Ru  -0.259  0.835  0.213  1.1863
C  -4.475  -0.308  4.300  -0.0966
C  1.550  -1.757  -5.201  -0.2411
H  1.772  -2.009  -6.237  0.1186
F  0.443  2.874  4.215  0.1722
S  2.292  1.521  1.784  0.6878
N  1.733  2.880  1.273  -0.2833
C  -2.210  6.026  -3.039  -0.0794
F  -0.664  4.678  3.747  0.2030

=====

Entry 2:
Computed, not measured: a molecular structure, C21H21NO3S2 at a distorted geometry, with wB97M-V/def2-TZVPD.

Calculated total energy in Eh: -1889.06699
Relative energy (zero: lowest compared OMol25 entry of this formula, charge and spin) in kcal/mol: 386.3
Largest force on an atom in eV Å⁻¹: 16.81

Last column: Löwdin charge in e.
Geometry (Å):
O  5.016  -0.709  -1.276  -0.4498
C  0.154  -1.626  -0.602  -0.0335
H  -0.764  -2.944  1.590  0.1956
C  -0.684  -0.784  -1.720  -0.1259
H  2.804  -0.415  0.394  0.1973
H  -6.003  -0.783  -0.915  0.1159
H  -0.113  2.479  0.296  0.1123
C  -4.408  -1.659  1.926  -0.2563
H  -0.407  -1.743  2.821  0.1725
H  1.112  4.149  -1.204  0.1351
H  -0.102  -2.684  -0.687  0.1278
N  -0.199  -1.020  0.708  0.0015
O  5.332  1.509  -2.514  -0.3344
C  -2.141  -1.726  1.945  -0.5615
H  5.507  0.986  0.928  0.0883
C  3.208  1.522  -0.937  -0.3530
C  -2.957  0.517  -1.071  0.1013
H  -4.782  1.086  -0.335  0.0860
H  -0.394  -1.122  -2.533  0.0350
C  1.176  0.995  0.359  -0.0658
C  0.393  0.127  1.415  -0.4820
S  -2.450  -0.114  2.478  1.0685
C  -0.859  -1.698  1.744  -0.3738
C  -3.306  -2.255  1.682  -0.2175
C  -2.767  -1.997  -1.703  -0.0505
C  -4.314  0.249  -0.711  -0.2239
H  1.179  -1.401  -0.853  0.0946
O  0.221  0.498  2.425  0.1615
C  0.769  2.208  -0.284  0.0160
H  -2.276  1.259  -0.496  0.0977
H  -3.212  -3.158  1.258  0.1000
C  2.491  0.679  -0.136  -0.0265
H  -4.839  -2.842  -1.934  0.0484
H  -0.414  0.244  -1.787  0.1003
C  -2.070  -0.929  -1.445  -0.2007
H  5.725  2.458  0.047  0.1235
S  4.825  1.012  -1.229  0.7982
H  3.354  3.174  -2.049  0.1700
H  -2.361  -2.839  -2.090  0.0718
H  -4.922  0.406  2.868  0.0629
C  -4.326  -1.979  -1.709  0.0837
C  -4.320  -0.479  2.634  -0.1998
C  5.898  1.319  -0.011  -0.1664
H  6.759  1.056  -0.296  0.0015
C  -4.905  -0.847  -0.868  -0.1510
C  2.743  2.765  -1.152  -0.1595
C  1.563  3.166  -1.026  -0.0569
H  -5.412  -2.014  2.101  0.1215

=====

Entry 3:
Computed, not measured: 3 unconnected molecules or ions with the total composition H6O3 at a distorted geometry, with wB97M-V/def2-TZVPD.

SMILES: O.O.O
Calculated total energy in Eh: -229.29660
Relative energy (zero: lowest compared OMol25 entry of this formula, charge and spin) in kcal/mol: 17.9
Largest force on an atom in eV Å⁻¹: 4.52

Last column: Löwdin charge in e.
Geometry (Å):
H  1.669  1.740  0.391  0.0950
H  0.567  -0.540  0.975  0.0006
H  -1.651  0.652  -1.222  0.0422
H  -1.201  -0.801  -1.204  0.0151
H  -0.325  -0.729  2.235  -0.0328
O  1.230  0.852  0.118  -0.1559
H  0.582  1.134  -0.690  0.1084
O  -1.043  0.024  -1.598  -0.0229
O  -0.143  -1.059  1.419  -0.0497

=====

Question: The highest largest force on an atom belongs to which entry?
Answer: C21H21NO3S2

=====

Question: Which of these has the lowest calculated total energy?
Answer: C19H37F6N6O5RuS5

=====

Question: Among the records above, which one has the highest relative energy (zero: lowest compared OMol25 entry of this formula, charge and spin)?
Answer: C21H21NO3S2

=====

Question: Which formula does entry 3 have?
Answer: H6O3